{"formula": "C18H19F5N3O10P2TeY", "method": "ωB97M-V with the def2-TZVPD basis set", "species": ["Y", "C", "O", "C", "C", "C", "C", "C", "C", "N", "N", "C", "C", "C", "C", "O", "C", "N", "C", "C", "C", "C", "H", "H", "H", "H", "H", "H", "H", "H", "H", "H", "H", "H", "C", "C", "O", "P", "O", "O", "O", "P", "O", "O", "O", "H", "H", "H", "H", "H", "H", "H", "F", "Te", "F", "F", "F", "F", "O"], "coordinates": [[0.9273, 1.7552, -0.5103], [-0.4401, -6.3075, 4.2944], [-1.0505, -5.0518, 4.1024], [-1.7136, -4.8233, 2.9412], [-2.2997, -3.5609, 2.7993], [-2.9626, -3.2163, 1.6453], [-3.1064, -4.1496, 0.6102], [-2.5673, -5.4278, 0.7811], [-1.8447, -5.7518, 1.9089], [-3.8748, -3.9353, -0.5197], [-3.9702, -2.8921, -1.1635], [-3.1725, -1.7736, -1.1237], [-3.7975, -0.5446, -1.3212], [-3.0960, 0.6464, -1.4299], [-1.7079, 0.6656, -1.3152], [-0.9518, 1.7330, -1.4450], [-1.0403, -0.5771, -1.0631], [0.3051, -0.4917, -0.8764], [0.9965, -1.6112, -0.7800], [0.4018, -2.8696, -0.9107], [-0.9584, -2.9713, -1.0527], [-1.7444, -1.8065, -1.0596], [0.0235, -6.2668, 5.2783], [0.3324, -6.4934, 3.5424], [-1.1726, -7.1211, 4.2756], [-2.2063, -2.8670, 3.6197], [-3.4122, -2.2391, 1.5498], [-2.6807, -6.1473, -0.0152], [-1.3998, -6.7323, 1.9834], [-4.8765, -0.5293, -1.3373], [-3.6212, 1.5736, -1.6001], [2.0624, -1.5194, -0.6095], [1.0227, -3.7488, -0.8892], [-1.4098, -3.9429, -1.1692], [2.0948, 5.6915, -2.1579], [1.6294, 5.2537, -0.7869], [1.5011, 6.3049, 0.1512], [-0.1082, 4.6046, -0.7544], [-1.0231, 5.8553, -0.4701], [-0.5681, 4.2155, -2.1919], [-0.2699, 3.5420, 0.2871], [2.7875, 4.0663, 0.0075], [3.7479, 5.0679, 0.7795], [3.7185, 3.3902, -1.0515], [2.1912, 3.0567, 0.9207], [1.4343, 6.4652, -2.5450], [2.0649, 4.8389, -2.8329], [3.1172, 6.0669, -2.1207], [2.3747, 6.6881, 0.3272], [-0.9181, 6.2272, 0.4064], [-0.8491, 3.2703, -2.2224], [4.4180, 4.6149, 1.3013], [5.1000, -0.0904, -0.4653], [4.0216, 1.5135, -0.6690], [1.5885, 2.5954, -2.0929], [4.9594, 2.1274, 0.9154], [5.6947, 2.0230, -1.5142], [3.6195, 0.9399, -2.4613], [2.6792, 0.6665, 0.0996]], "forces_ev_per_a": [[-2.38, -1.69, 2.84], [0.10, -0.20, 0.03], [-0.17, 0.29, -0.03], [-0.07, 0.03, -0.23], [0.24, -0.20, 0.21], [-0.13, -0.20, -0.23], [1.02, -0.13, 1.23], [-0.17, 0.57, -0.28], [0.24, -0.08, 0.42], [-0.89, -0.68, -0.56], [-1.21, -0.57, -0.95], [0.98, 1.55, 0.29], [0.14, -0.93, 0.30], [0.88, 0.36, 0.15], [-0.72, -0.21, -0.25], [-1.76, -0.39, -0.83], [-0.54, -0.18, -0.12], [-0.08, -0.94, -0.09], [0.06, 0.17, 0.04], [-0.26, -0.11, -0.03], [0.45, -0.05, 0.02], [-0.18, 0.47, 0.03], [-0.03, -0.02, -0.07], [-0.03, -0.01, 0.01], [0.02, 0.06, -0.02], [0.00, 0.12, 0.08], [-0.01, 0.10, 0.00], [-0.12, -0.11, -0.07], [0.00, -0.05, 0.04], [-0.13, -0.07, -0.22], [-0.02, 0.10, -0.02], [-0.02, 0.07, -0.01], [0.08, -0.12, -0.01], [-0.04, -0.03, -0.01], [-0.02, -0.14, -0.26], [-0.14, -0.19, 0.06], [0.24, 0.71, 0.29], [-1.17, 0.17, 0.20], [0.03, -0.01, -0.42], [0.19, 0.49, 0.11], [0.14, 0.78, -0.37], [0.72, 1.42, 1.06], [-0.42, 0.33, -0.28], [-0.47, -0.13, -0.01], [0.18, 0.49, -0.10], [-0.01, 0.07, 0.05], [0.05, -0.01, -0.05], [0.03, 0.08, 0.04], [-0.18, -0.09, 0.02], [0.17, 0.21, 0.33], [-0.15, -0.33, 0.02], [0.29, -0.21, 0.12], [-1.24, 1.07, -0.05], [8.63, -2.41, -2.22], [0.87, 1.30, -1.90], [-1.20, -0.19, -0.81], [-1.34, -0.08, 0.52], [-0.10, 0.52, 1.54], [-0.37, -0.74, 0.44]], "e_lumo_ev": -1.17, "energy_ev": -84429.0516, "homo_energy_ev": -7.573, "orbital_gap_ev": 6.4, "de_lowest_kj_mol": 432.75}